# 1
The following is a DFT calculation (ωB97M-V/def2-TZVPD) of a molecular structure, C4H6NO3 at a distorted geometry.

Geometry as ORCA input:
```
! RIJCOSX wB97M-V def2-TZVPD def2/J DEFGRID3
* xyz -1 1
O -3.095 0.910 0.624
C -2.611 0.229 -0.311
C 0.722 -0.004 -0.348
C 0.406 -0.319 1.060
N 1.627 0.753 -0.991
C 2.700 -0.071 -0.475
O -2.720 -1.008 -0.539
O 3.243 -0.151 0.624
H -2.010 0.785 -1.059
H 0.123 -0.802 -0.832
H 0.871 0.295 1.840
H 0.826 -1.336 1.264
H -0.668 -0.410 1.296
H 3.288 -0.674 -1.242
*
```

Computed properties:
HOMO level   -0.1620 Ha
Lowest unoccupied orbital energy   2.464 eV
Frontier orbital gap   6.871 eV

Here are the Löwdin charges for atoms 1 to 6, given in e: O -0.145; C -0.712; C -0.188; C -0.068; N 0.078; C -0.396

# 2
The following is a DFT calculation (ωB97M-V/def2-TZVPD) of 2 unconnected molecules or ions with the total composition C37H38BClO4S at a distorted geometry.

Geometry as ORCA input:
```
! RIJCOSX wB97M-V def2-TZVPD def2/J DEFGRID3
* xyz 0 1
C 5.639 3.870 -4.115
C 4.328 3.371 -3.650
C 3.069 3.743 -4.068
C 2.009 3.095 -3.328
C 2.497 2.233 -2.368
B 1.654 1.485 -1.157
C 1.547 0.024 -1.954
C 0.563 -0.166 -2.911
C 0.504 -1.367 -3.637
C 1.429 -2.386 -3.380
Cl 1.380 -3.857 -4.269
C 2.397 -2.201 -2.388
C 2.456 -0.988 -1.687
O 2.479 1.582 0.011
C 2.109 2.827 0.608
C 2.240 2.651 2.118
C 3.074 3.904 0.148
C 0.579 3.087 0.108
C -0.468 2.731 1.170
C 0.320 4.497 -0.397
O 0.406 2.158 -0.969
S 4.230 2.131 -2.431
H 5.491 4.765 -4.723
H 6.272 4.111 -3.252
H 6.147 3.111 -4.721
H 2.909 4.473 -4.860
H 0.958 3.266 -3.531
H -0.140 0.638 -3.132
H -0.238 -1.512 -4.412
H 3.102 -2.998 -2.171
H 3.232 -0.847 -0.934
H 1.955 3.572 2.642
H 1.619 1.827 2.485
H 3.285 2.430 2.363
H 2.895 4.830 0.709
H 4.105 3.590 0.345
H 2.988 4.107 -0.924
H -0.456 3.435 2.010
H -1.477 2.757 0.736
H -0.309 1.717 1.555
H 0.469 5.237 0.404
H 0.949 4.766 -1.253
H -0.722 4.578 -0.721
C 1.300 -7.560 1.056
O 2.171 -6.411 1.002
C 1.650 -5.161 0.883
C 2.544 -4.082 1.126
C 2.102 -2.786 1.047
C 0.745 -2.498 0.705
C 0.304 -1.154 0.598
C -1.103 -0.829 0.757
C -1.666 -0.442 2.004
C -3.028 -0.230 2.129
C -3.839 -0.343 0.988
O -5.178 0.039 0.998
C -5.993 -0.287 2.080
C -7.098 0.554 2.253
C -8.001 0.287 3.277
C -7.805 -0.822 4.113
C -6.719 -1.679 3.899
C -5.806 -1.425 2.872
C -3.307 -0.719 -0.257
C -1.964 -1.006 -0.351
C -0.143 -3.600 0.494
C 0.299 -4.908 0.545
H 1.985 -8.392 1.218
H 0.592 -7.498 1.892
H 0.755 -7.690 0.113
H 3.573 -4.334 1.374
H 2.769 -1.954 1.274
H 1.010 -0.342 0.469
H -1.020 -0.384 2.884
H -3.458 0.039 3.095
H -7.203 1.409 1.586
H -8.850 0.955 3.423
H -8.494 -1.025 4.935
H -6.562 -2.552 4.539
H -4.960 -2.086 2.682
H -3.971 -0.805 -1.118
H -1.538 -1.394 -1.279
H -1.199 -3.408 0.295
H -0.367 -5.750 0.333
*
```

Computed properties:
HOMO level   -0.2385 Ha
Lowest unoccupied orbital energy   -2.779 eV
Frontier orbital gap   3.712 eV

Here are the Löwdin charges for atoms 1 to 6, given in e: C -0.132; C -0.604; C -0.137; C -0.136; C -0.393; B -0.962

# 3
The following is a DFT calculation (ωB97M-V/def2-TZVPD) of C6H10O in the gas phase at a distorted geometry.

Geometry as ORCA input:
```
! RIJCOSX wB97M-V def2-TZVPD def2/J DEFGRID3
* xyz 0 1
C 1.107 -1.139 1.586
C 0.605 -0.886 0.193
C 0.964 0.482 -0.401
C -0.563 0.729 -0.589
C -1.406 1.581 -1.419
O -1.201 1.873 -0.043
C -0.907 -0.631 -0.003
H 0.846 -0.278 2.206
H 0.658 -2.047 1.995
H 2.197 -1.248 1.572
H 0.929 -1.690 -0.478
H 1.346 1.326 0.198
H 1.625 0.310 -1.247
H -0.932 2.272 -2.111
H -2.400 1.208 -1.682
H -1.405 -1.301 -0.710
H -1.463 -0.563 0.934
*
```

Computed properties:
HOMO level   -0.3676 Ha
Lowest unoccupied orbital energy   1.057 eV
SMILES   C[C@H]1C[C@]2(CO2)C1
Frontier orbital gap   11.061 eV

Here are the Löwdin charges for atoms 1 to 6, given in e: C -0.077; C -0.370; C -0.048; C -0.427; C -0.081; O -0.018

# 4
The following is a DFT calculation (ωB97M-V/def2-TZVPD) of a molecular structure, C16H32CrO2P2 at a distorted geometry.

Geometry as ORCA input:
```
! RIJCOSX wB97M-V def2-TZVPD def2/J DEFGRID3
* xyz 0 5
P -1.674 -0.379 0.407
P 0.878 0.415 -1.722
C -1.692 1.094 -0.758
C -0.870 0.914 -2.038
H -1.407 1.969 -0.165
H -2.752 1.228 -1.022
H -1.273 0.168 -2.738
H -0.898 1.876 -2.582
C 1.454 2.204 -1.649
H 2.472 2.403 -1.301
H 0.769 2.827 -1.054
H 1.417 2.619 -2.677
C 1.894 -0.083 -3.148
H 2.076 0.747 -3.851
H 1.448 -0.914 -3.714
H 2.894 -0.405 -2.803
C -3.299 -0.002 1.186
H -3.655 -0.891 1.711
H -4.006 0.257 0.395
H -3.224 0.823 1.900
C -2.602 -1.353 -0.984
H -1.902 -1.611 -1.854
H -3.331 -0.663 -1.441
H -3.212 -2.172 -0.615
Cr -0.593 -2.255 -0.857
C 2.981 0.974 0.673
C 2.218 1.437 1.677
C 1.516 2.749 1.714
C 0.320 2.791 2.729
C -0.891 1.946 2.358
C -0.825 0.676 2.005
C 1.378 -0.732 -0.360
C 2.782 -0.470 0.255
C -1.647 -4.099 -0.786
H 3.508 1.599 -0.067
H 1.856 0.755 2.480
H 1.138 2.951 0.703
H 2.227 3.547 1.966
H 0.713 2.420 3.687
H 0.008 3.841 2.858
H -1.875 2.438 2.538
H -0.246 -0.065 2.602
H 1.475 -1.763 -0.832
H 0.644 -0.958 0.482
H 2.891 -1.101 1.146
H 3.488 -0.845 -0.493
H -1.003 -4.902 -1.171
H -2.579 -3.921 -1.352
H -1.849 -4.203 0.297
O 0.550 -2.399 2.223
C 0.714 -3.458 1.582
O 0.650 -3.646 0.296
H 0.948 -4.380 2.166
*
```

Computed properties:
HOMO level (alpha / beta)   -0.2042 / -0.2134 Ha
Lowest unoccupied orbital energy (alpha / beta)   -0.163 / -0.501 eV
⟨S²⟩   6.10
Frontier orbital gap (alpha / beta)   5.394 / 5.306 eV

Here are the Löwdin charges for atoms 1 to 6, given in e: P 0.754; P 1.008; C -0.356; C -0.325; H 0.068; H 0.080

# 5
The following is a DFT calculation (ωB97M-V/def2-TZVPD) of 6 unconnected molecules or ions with the total composition C27H57O21P3 at a distorted geometry.

Geometry as ORCA input:
```
! RIJCOSX wB97M-V def2-TZVPD def2/J DEFGRID3
* xyz 0 1
C -4.105 -1.134 0.684
C -4.547 -1.593 2.142
O -3.737 -2.575 2.684
P -4.328 -3.842 3.491
O -5.781 -3.727 4.026
O -3.207 -4.064 4.654
C -3.080 -3.187 5.771
C -2.146 -3.784 6.798
O -4.062 -5.081 2.496
C -2.669 -5.392 2.202
C -2.635 -5.790 0.751
H -4.511 -1.858 -0.023
H -4.472 -0.109 0.627
H -3.030 -1.078 0.513
H -4.533 -0.748 2.831
H -5.569 -1.936 1.985
H -2.860 -2.185 5.405
H -4.080 -3.072 6.190
H -2.159 -4.849 6.568
H -1.127 -3.441 6.615
H -2.307 -3.388 7.801
H -1.947 -4.584 2.321
H -2.399 -6.321 2.705
H -3.070 -5.111 0.017
H -1.584 -5.843 0.470
H -3.183 -6.730 0.683
C 1.809 2.085 -1.116
C 3.345 2.060 -1.218
O 3.864 1.703 0.034
P 4.989 2.548 0.882
O 5.146 2.105 2.269
O 6.357 2.515 -0.047
C 7.031 1.275 -0.095
C 8.397 1.412 -0.770
O 4.502 4.059 0.558
C 3.597 4.741 1.509
C 2.597 5.570 0.534
H 1.426 2.792 -1.852
H 1.300 1.130 -0.985
H 1.448 2.618 -0.236
H 3.804 1.189 -1.687
H 3.874 2.892 -1.681
H 7.002 0.900 0.928
H 6.463 0.521 -0.640
H 8.922 2.240 -0.295
H 8.915 0.460 -0.654
H 8.415 1.669 -1.830
H 2.900 4.170 2.122
H 4.250 5.195 2.253
H 2.028 6.254 1.163
H 3.075 6.015 -0.339
H 1.780 4.954 0.157
C -5.538 5.138 1.138
C -5.431 4.108 -0.032
O -4.104 3.741 -0.323
P -3.218 2.637 0.603
O -3.795 2.304 1.956
O -2.918 1.433 -0.443
C -2.580 1.872 -1.754
C -2.789 0.600 -2.694
O -1.768 3.221 0.638
C -1.338 4.260 1.555
C -0.801 3.495 2.886
H -4.770 5.885 0.936
H -6.399 5.806 1.159
H -5.532 4.781 2.168
H -6.038 3.265 0.298
H -5.997 4.447 -0.900
H -3.263 2.604 -2.185
H -1.545 2.212 -1.728
H -2.840 0.907 -3.738
H -1.956 -0.103 -2.724
H -3.708 0.040 -2.521
H -0.526 4.865 1.150
H -2.143 4.901 1.914
H -1.557 2.969 3.469
H -0.096 2.702 2.639
H -0.362 4.150 3.639
O 2.772 -0.867 -4.905
C 1.569 -0.662 -5.026
O 1.023 0.408 -4.728
C -0.334 0.412 -4.898
C -0.649 -1.077 -5.097
O 0.632 -1.520 -5.435
H -0.653 0.797 -3.929
H -0.793 1.092 -5.615
H -1.300 -1.158 -5.968
H -0.916 -1.593 -4.174
O 1.050 -4.353 -1.884
C 0.754 -3.449 -1.154
O 0.737 -3.518 0.113
C -0.111 -2.577 0.656
C -0.034 -1.465 -0.398
O 0.374 -2.219 -1.562
H -1.121 -2.984 0.603
H 0.350 -2.081 1.510
H 0.682 -0.679 -0.155
H -1.023 -1.019 -0.499
O 6.903 -1.967 -2.728
C 5.923 -2.642 -2.991
O 4.730 -2.545 -2.464
C 4.039 -3.753 -2.923
C 4.608 -4.095 -4.173
O 5.842 -3.414 -4.036
H 4.012 -4.617 -2.260
H 3.032 -3.353 -3.046
H 4.064 -3.819 -5.076
H 4.742 -5.175 -4.235
*
```

Computed properties:
HOMO level   -0.3755 Ha
Lowest unoccupied orbital energy   0.153 eV
SMILES   CCOP(=O)(OCC)OCC.CCOP(=O)(OCC)OCC.CCOP(=O)(OCC)OCC.O=C1OCCO1.O=C1OCCO1.O=C1OCCO1
Frontier orbital gap   10.370 eV

Here are the Löwdin charges for atoms 1 to 6, given in e: C -0.044; C -0.264; O -0.193; P 0.534; O -0.283; O -0.211

# 6
The following is a DFT calculation (ωB97M-V/def2-TZVPD) of C4H6N2 in the gas phase.

Geometry as ORCA input:
```
! RIJCOSX wB97M-V def2-TZVPD def2/J DEFGRID3
* xyz 0 1
C 0.997 1.524 0.604
C 0.132 0.399 0.124
C 0.189 -0.923 0.476
N -0.718 -1.562 -0.342
C -1.286 -0.609 -1.126
N -0.803 0.582 -0.873
H 1.294 1.397 1.652
H 0.475 2.479 0.496
H 1.912 1.573 -0.001
H 0.740 -1.456 1.237
H -0.871 -2.556 -0.399
H -2.060 -0.848 -1.847
*
```

Computed properties:
HOMO level   -0.3151 Ha
Lowest unoccupied orbital energy   0.944 eV
SMILES   Cc1c[nH]cn1
Frontier orbital gap   9.518 eV

Here are the Löwdin charges for atoms 1 to 6, given in e: C -0.054; C -0.367; C -0.076; N 0.033; C -0.213; N 0.087

# 7
The following is a DFT calculation (ωB97M-V/def2-TZVPD) of C2HClN2O2 in the gas phase at a distorted geometry.

Geometry as ORCA input:
```
! RIJCOSX wB97M-V def2-TZVPD def2/J DEFGRID3
* xyz 0 1
C -0.730 0.327 -0.499
C 0.129 0.625 0.673
N -0.322 -0.937 -1.099
N 0.552 -1.619 -0.629
O -1.759 0.789 -0.922
O 1.300 -1.349 0.305
Cl 1.236 1.860 0.602
H -0.406 0.303 1.570
*
```

Computed properties:
HOMO level (alpha / beta)   -0.3650 / -0.3508 Ha
Lowest unoccupied orbital energy (alpha / beta)   -1.307 / -1.833 eV
Frontier orbital gap (alpha / beta)   8.625 / 7.713 eV

Here are the Löwdin charges for atoms 1 to 6, given in e: C -0.489; C -0.501; N 0.102; N -0.122; O 0.127; O 0.014

# 8
The following is a DFT calculation (ωB97M-V/def2-TZVPD) of a molecular structure, C10H15CuO10 at a distorted geometry.

Geometry as ORCA input:
```
! RIJCOSX wB97M-V def2-TZVPD def2/J DEFGRID3
* xyz -3 2
Cu 0.287 0.051 0.608
C -5.903 -1.692 0.312
C -5.405 -0.214 0.123
O -6.212 0.605 -0.405
O -4.262 0.082 0.604
H -6.981 -1.686 0.477
H -5.299 -2.096 1.125
H -5.563 -2.243 -0.565
C -2.109 0.025 -5.434
C -1.196 1.007 -4.632
O -1.258 2.234 -4.852
O -0.267 0.648 -3.867
H -1.841 -1.008 -5.213
H -1.799 0.206 -6.463
H -3.169 0.248 -5.320
C 7.292 -0.340 -0.327
C 5.924 0.338 -0.406
O 5.796 1.358 -1.153
O 4.994 -0.274 0.079
H 7.679 0.223 0.522
H 7.952 -0.219 -1.185
H 7.348 -1.402 -0.086
C -1.452 -5.815 2.460
C -0.815 -4.502 2.011
O -0.340 -3.760 2.904
O -0.807 -4.180 0.820
H -0.868 -6.180 3.305
H -1.484 -6.557 1.662
H -2.453 -5.478 2.729
C 1.914 6.320 3.251
C 1.615 5.159 2.333
O 1.466 5.323 1.095
O 1.326 4.075 2.852
H 2.758 6.077 3.897
H 1.103 6.383 3.977
H 2.028 7.286 2.758
*
```

Computed properties:
HOMO level (alpha / beta)   -0.0150 / -0.0150 Ha
Lowest unoccupied orbital energy (alpha / beta)   3.683 / 1.935 eV
⟨S²⟩   0.76
Frontier orbital gap (alpha / beta)   4.090 / 2.342 eV

Here are the Löwdin charges for atoms 1 to 6, given in e: Cu 0.934; C -0.062; C -0.777; O -0.151; O -0.139; H 0.043

Per-record E, a.u.: -436.43187 -2616.86350 -309.78221 -2506.13738 -3667.23579 -265.53450 -796.81427 -2782.71285